Below is a structure of composition C20H25BrI2N4O9P2Ti at a distorted geometry, with properties calculated with ωB97M-V/def2-TZVPD.

Values from the calculation:
highest occupied orbital energy (alpha / beta): -0.3769 / -0.4109 Ha
strongest force on any atom: 1.11 eV/Å
LUMO (alpha / beta): -2.7 / -2.7 eV
<S²>: 0.75
E: -6375.08154 hartree

The geometry in ORCA input format:
```
! RIJCOSX wB97M-V def2-TZVPD def2/J DEFGRID3
* xyz 1 2
Ti 1.290 0.909 -0.452
I 1.557 -2.058 -2.932
C 1.640 -1.088 -4.813
I -0.145 -0.134 -5.419
H 1.862 -1.851 -5.546
H 2.418 -0.336 -4.763
Br 3.240 -1.796 0.745
C 4.028 -0.392 -0.250
C 5.394 -0.175 -0.303
C 5.838 0.820 -1.151
C 4.942 1.527 -1.946
C 3.598 1.263 -1.825
N 3.173 0.321 -0.957
C 2.457 1.797 -2.733
O 2.683 2.385 -3.758
O 1.296 1.368 -2.322
H 6.073 -0.776 0.283
H 6.898 1.032 -1.215
H 5.267 2.277 -2.654
N 1.019 3.506 3.192
C 0.127 2.385 2.648
C -1.099 2.209 3.534
P -0.338 3.119 0.969
O -1.637 2.304 0.533
O -0.621 4.540 1.290
O 0.763 2.797 -0.032
P 1.108 0.818 2.524
O 1.861 0.820 3.950
O 0.225 -0.346 2.371
O 2.144 1.157 1.456
H 0.699 4.377 2.722
H 2.002 3.333 2.971
H 0.918 3.596 4.203
H -1.781 3.057 3.458
H -0.803 2.077 4.578
H -1.614 1.301 3.226
H -2.438 2.831 0.657
H 1.923 -0.067 4.327
C -4.152 -2.576 -1.297
N -3.229 -1.445 -1.239
N -2.029 -1.522 -0.575
C -1.273 -0.472 -0.961
O -0.089 -0.319 -0.478
C -1.983 0.265 -1.908
C -3.184 -0.388 -2.072
C -4.308 -0.098 -3.006
C -1.836 -2.330 0.595
C -0.752 -3.184 0.628
C -0.519 -3.923 1.779
C -1.363 -3.793 2.873
C -2.445 -2.921 2.823
C -2.687 -2.182 1.676
H -3.858 -3.304 -0.548
H -4.118 -3.040 -2.281
H -5.161 -2.231 -1.083
H -1.635 1.155 -2.403
H -4.093 0.808 -3.567
H -5.247 0.033 -2.466
H -4.441 -0.915 -3.718
H -0.095 -3.256 -0.229
H 0.322 -4.602 1.818
H -1.178 -4.369 3.769
H -3.090 -2.804 3.683
H -3.521 -1.493 1.621
*
```